1.
C4H2OTb | ωB97M-V/def2-TZVPD

XYZ file:
```
8
Properties=species:S:1:pos:R:3:forces:R:3
C -2.05636 0.50630 -0.08248 1.366 -0.201 0.871
C 0.45975 1.16485 0.14679 -1.097 -1.114 -0.210
C -0.69694 0.67158 0.03110 -0.841 1.150 -0.203
C 1.95114 -2.48252 -0.16940 0.210 0.000 0.008
O 2.65575 -1.59053 -0.04535 -0.307 -0.513 -0.070
Tb 2.92410 0.83270 0.23337 0.377 0.622 0.111
H -2.71855 1.36722 -0.18979 0.212 -0.016 -0.230
H -2.51887 -0.46962 0.07577 0.080 0.072 -0.277
```
Positions in Å, forces in eV/Å.

## Properties
Multiplicity   8
M   225.0 Da
⟨S²⟩   15.77
Total charge   +2
HOMO (spin up / spin down)   -18.02 / -17.96 eV
F_max   0.032 Eh/bohr
Lowest unoccupied orbital energy (spin up / spin down)   -10.65 / -10.63 eV

2.
C4H30BO23 | ωB97M-V/def2-TZVPD

XYZ file:
```
58
Properties=species:S:1:pos:R:3:forces:R:3
O 2.25884 -0.35587 3.61868 -2.540 2.106 -1.679
C 1.37582 0.14549 2.86896 5.585 -3.844 4.511
O 0.70072 -0.54080 2.06832 -2.427 -2.464 -1.682
B -0.12592 0.34184 1.26591 -0.226 0.542 -0.794
O 0.16685 1.65995 1.77912 -3.144 -1.036 -2.679
C 1.02214 1.51254 2.67723 1.755 5.196 1.745
O 1.46361 2.52769 3.15610 1.490 -0.397 1.996
O -1.59868 0.12418 1.19294 3.006 2.078 5.237
C -1.83571 -0.20516 0.03686 -6.915 -5.458 -1.265
O -2.94861 -0.72962 -0.17617 1.752 1.399 -1.120
C -0.67231 -0.19182 -0.78695 -0.632 2.610 -4.818
O 0.30684 0.22398 -0.12816 2.782 -0.058 2.522
O -0.74511 -0.02712 -1.98012 0.049 -1.290 -0.693
O 1.32926 -3.84691 1.50090 -0.237 -1.227 -1.871
H 0.42734 -3.63456 1.27767 -0.556 -0.010 -0.153
H 1.54974 -3.33961 2.24297 0.749 1.311 1.728
O 3.89742 -0.15916 1.13892 -0.368 1.857 -1.371
H 3.83625 -1.00488 0.73987 -0.075 -1.306 -0.212
H 4.09379 -0.22203 2.04845 0.366 -0.396 1.485
O -2.46764 0.46962 -3.86168 -0.422 0.881 -1.895
H -1.86650 0.56067 -3.13669 0.678 0.019 0.999
H -2.04516 0.98739 -4.57788 -0.410 -0.537 0.532
O -4.00570 -3.31701 -0.29768 0.094 0.603 0.226
H -3.63556 -2.41703 -0.20155 0.270 -0.647 -0.045
H -4.85568 -3.10450 -0.67878 -0.458 -0.237 -0.205
O 1.55742 1.69457 -2.63904 1.334 -0.313 -3.590
H 2.46098 1.37789 -2.59046 0.062 -0.116 0.058
H 1.27095 1.79487 -1.78575 -1.312 0.324 3.118
O -5.00427 0.32828 -1.53626 -0.185 -1.294 0.387
H -4.83844 1.25177 -1.40667 0.297 0.563 0.134
H -4.40781 -0.17454 -0.92340 -0.433 0.876 -0.812
O -2.13695 3.49584 0.81637 1.528 -0.744 1.047
H -2.50740 4.23504 0.40262 -0.854 1.817 -1.028
H -2.80748 2.83924 0.83299 -0.855 -1.013 0.089
O 4.25174 2.75926 2.76101 0.593 -1.305 -0.209
H 3.32350 2.70301 2.95628 -0.876 -0.225 0.268
H 4.42624 3.67443 2.81516 0.463 1.564 0.023
O 0.29546 3.20822 -0.57970 0.062 0.052 -0.235
H 1.08531 2.78780 -0.22140 -0.131 0.390 0.305
H -0.26532 3.42499 0.17855 0.248 -0.228 -0.120
O 2.05504 -1.78989 -0.92392 -0.245 2.375 -1.541
H 1.74425 -1.93089 -0.07077 -1.696 0.334 2.813
H 2.55742 -2.54702 -0.92779 2.282 -3.075 -0.918
O -2.90451 -2.20036 -3.57013 1.273 -0.498 -0.319
H -2.44973 -1.33784 -3.61465 -0.613 -0.081 -0.211
H -3.82411 -2.01985 -3.49427 -1.004 0.454 0.194
O 0.98515 -1.71041 -3.49096 0.558 -0.164 -0.038
H 0.51840 -0.94762 -3.11933 0.297 0.208 -0.052
H 1.72122 -1.86651 -2.86717 -0.757 0.330 -0.392
O -0.04607 4.68306 2.55753 -0.639 0.243 -0.044
H 0.33058 4.05508 3.17498 0.597 -0.038 0.118
H -0.75094 4.14322 2.17942 -0.196 0.239 -0.190
O -0.94465 -3.02914 -1.88662 -1.299 -1.211 1.526
H -1.70330 -2.93964 -2.48010 -0.464 -0.121 0.179
H -0.29783 -2.53053 -2.32328 1.878 0.872 -1.153
O 3.58153 -2.98960 2.93990 0.052 0.640 0.690
H 3.55154 -3.72929 3.56162 0.074 0.244 -0.111
H 3.54602 -2.17069 3.48801 -0.204 -0.796 -0.487
```
Positions in Å, forces in eV/Å.

## Properties
M   457.1 Da
Total charge   -1
HOMO   -7.49 eV
ΔE to the lowest compared entry with this formula, charge and spin   88.9 kcal/mol
F_max   0.173 Eh/bohr
Lowest unoccupied orbital energy   1.60 eV

3.
C4H30N2O11 | ωB97M-V/def2-TZVPD

XYZ file:
```
47
Properties=species:S:1:pos:R:3:forces:R:3
N 2.61333 -0.06975 0.13139 0.117 -0.169 -2.040
C 1.95919 0.17192 -1.18397 0.019 0.202 0.383
C 0.72262 -0.63895 -1.46868 -1.071 -0.511 -0.014
N -0.27718 -0.24464 -0.46198 0.675 -0.505 0.605
C -1.53123 -0.95174 -0.48547 -0.430 1.830 -2.172
C -2.48710 -0.31011 0.58145 0.701 -1.970 -0.091
O -3.09657 -1.43373 1.19140 -0.944 0.429 0.344
O -3.39253 0.59298 0.01192 -1.005 -0.532 -0.211
H 1.90332 0.20594 0.78857 0.257 -0.581 0.804
H 2.95539 -1.03000 0.18734 -0.388 0.328 0.476
H 2.56852 0.07607 -2.08213 0.834 0.059 0.489
H 1.62078 1.20764 -1.10196 0.042 0.068 -0.518
H 0.89748 -1.74349 -1.59006 0.033 0.725 0.646
H 0.33737 -0.36112 -2.47283 -0.003 -0.138 0.760
H 0.08855 -0.36867 0.49757 0.017 -0.008 -0.846
H -2.00264 -0.74116 -1.49460 0.255 0.356 0.828
H -1.42967 -2.02905 -0.67343 -0.154 -0.247 1.475
H -2.07522 0.37470 1.33724 0.880 -0.654 -0.153
H -2.41262 -2.11386 1.32405 -0.105 0.510 -0.064
H -4.00876 0.15627 -0.59678 0.185 -0.179 0.199
O -1.77469 2.23733 -1.41413 0.035 -0.181 0.047
H -2.20544 1.42164 -1.06581 0.383 0.965 -0.103
H -2.42073 2.93041 -1.24595 -0.104 -0.078 -0.063
O 2.01068 -3.29337 0.02531 0.520 0.240 -0.527
H 1.78446 -4.19865 0.25254 -0.240 0.251 0.353
H 1.57832 -2.67511 0.62386 -0.387 -0.587 0.263
O 0.61555 1.70930 2.80990 0.548 0.927 -0.786
H 1.46645 2.19048 2.85820 0.122 -0.487 0.402
H 0.37435 2.12674 1.96230 -0.648 -0.368 0.127
O 0.74988 1.65986 -3.65435 0.310 0.259 -0.340
H 1.64795 1.34028 -3.80478 -0.111 0.121 -0.021
H 0.24199 0.86224 -3.49657 -0.198 0.179 -0.032
O -2.24771 -2.75921 -2.86153 0.710 -1.056 1.124
H -1.79511 -2.63596 -3.69423 -0.819 0.552 -0.327
H -3.09374 -2.34649 -2.69339 0.054 0.318 -1.009
O -0.29838 -2.57313 2.22548 -0.098 -0.135 0.203
H -0.67855 -3.22746 2.82972 0.154 0.070 -0.294
H 0.11047 -1.92298 2.84998 -0.334 -0.161 -0.125
O 0.71512 -0.77421 3.86709 0.555 -0.703 -0.212
H 1.10874 -0.11238 3.26524 -0.646 0.360 0.922
H 0.39036 -0.39557 4.69014 0.174 0.445 -0.481
O 0.65286 3.73279 0.12354 -1.176 -0.086 -0.462
H 0.06315 3.16031 -0.41140 0.413 -0.346 0.019
H 0.09682 4.52473 0.10539 0.445 0.193 0.300
O 2.89029 2.57775 1.42891 -0.103 0.571 0.099
H 2.63521 3.50150 1.30709 0.165 0.072 0.123
H 2.42866 2.18988 0.67841 0.362 -0.350 -0.104
```
Positions in Å, forces in eV/Å.

## Properties
M   282.3 Da
Total charge   0
HOMO   -8.93 eV
SMILES   NCCNCC(O)O.O.O.O.O.O.O.O.O.O
ΔE to the lowest compared entry with this formula, charge and spin   71.5 kcal/mol
F_max   0.056 Eh/bohr
Lowest unoccupied orbital energy   0.28 eV

4.
C4H30N2O12 | ωB97M-V/def2-TZVPD

XYZ file:
```
48
Properties=species:S:1:pos:R:3:forces:R:3
N -1.43871 -0.55040 -1.41243 0.595 -3.834 1.693
C -0.57300 -0.95049 -0.37857 -2.478 -0.809 -4.264
O -0.74069 -2.08915 0.00979 0.175 -0.226 0.804
C 0.50264 -0.06267 0.03440 3.817 1.669 2.387
C -0.02329 1.34320 0.37632 -0.317 -0.045 2.447
N -1.25996 1.27326 1.20788 1.300 0.481 1.732
C 1.04308 2.21814 1.21700 -0.064 -0.019 -0.335
O 1.30298 3.48809 0.66853 -0.647 1.645 0.188
H -2.10945 -1.22713 -1.83887 1.047 0.553 1.155
H -1.49940 0.31894 -1.77068 0.004 3.630 -1.179
H 0.94896 -0.50591 1.01953 -1.114 0.889 -2.096
H 1.49189 0.12954 -0.57682 -2.269 -1.048 0.303
H -0.29799 1.84557 -0.53182 0.558 0.385 -0.366
H -1.86577 0.47813 1.00092 0.348 0.162 0.011
H -0.87213 1.13632 2.19972 -1.283 -0.080 -1.866
H 0.84836 2.48543 2.26399 -0.947 -1.200 -0.059
H 2.03507 1.78491 1.26193 0.054 -0.771 -0.329
H 0.65032 4.14326 1.02724 0.837 -0.964 -0.247
O 1.19810 -3.30826 0.86888 1.104 -3.706 0.714
H 0.54720 -4.03741 1.08329 1.163 1.532 -0.429
H 0.71327 -2.51635 0.83513 -1.943 1.218 -0.032
O 2.46010 -1.23039 2.43277 -0.186 -0.178 -1.191
H 2.42490 -1.47223 1.45419 1.024 0.497 1.828
H 3.28567 -0.74852 2.55171 0.033 -0.082 -0.238
O 0.63437 1.39697 -3.56233 2.284 1.227 2.495
H 0.08994 1.06244 -2.85669 -0.686 -0.396 -0.669
H 0.37933 1.23674 -4.42866 -1.391 -0.820 -1.918
O -4.24978 -1.25582 -0.60959 0.848 2.232 -0.708
H -3.86122 -0.36709 -0.86763 -1.055 -1.420 -0.157
H -3.80898 -1.26735 0.24330 0.006 -0.858 0.844
O 3.33309 -1.83540 -0.09593 -0.137 1.567 -2.707
H 3.07289 -1.61340 -1.07576 0.925 -0.596 2.537
H 2.58717 -2.39722 0.08601 -0.227 -1.357 0.111
O 1.78848 -2.60281 -2.10466 -3.874 2.994 5.160
H 2.03589 -3.21020 -2.68221 1.848 -4.278 -4.213
H 1.10397 -3.07733 -1.50369 1.699 1.223 -1.293
O -1.82461 2.18860 -2.23815 1.270 1.559 2.836
H -1.52617 2.69035 -1.37509 -0.509 -1.148 -2.469
H -2.74222 2.41176 -2.17583 -1.219 0.042 -0.450
O -2.78903 -1.60572 1.81323 2.874 -3.535 1.134
H -2.15294 -2.51856 1.79479 -2.667 3.943 -0.257
H -2.47262 -1.20308 2.65227 -0.303 -0.177 -0.722
O 0.12481 -0.30193 3.21613 -1.362 1.140 -5.326
H 0.94394 -0.45006 2.68721 -0.010 -0.352 1.755
H 0.17570 -0.42043 4.09440 1.132 -0.864 4.570
O 0.26451 4.52949 -1.40259 -1.253 5.175 2.319
H 0.75050 4.14951 -0.69615 1.118 -0.028 1.513
H 0.29937 3.82086 -1.90718 -0.124 -4.968 -5.018
```
Positions in Å, forces in eV/Å.

## Properties
M   298.3 Da
Total charge   0
HOMO   -9.67 eV
SMILES   NC(=O)C[C@@H](N)CO.O.O.O.O.O.O.O.O.O.O
ΔE to the lowest compared entry with this formula, charge and spin   138.8 kcal/mol
F_max   0.138 Eh/bohr
Lowest unoccupied orbital energy   0.14 eV

5.
C4H30N2O13 | ωB97M-V/def2-TZVPD

XYZ file:
```
49
Properties=species:S:1:pos:R:3:forces:R:3
C 1.70424 -0.49001 0.76572 0.815 -1.081 1.882
N 0.52629 0.05771 0.14957 -1.162 -0.930 -2.323
C 0.59201 0.07909 -1.39363 0.176 0.276 1.589
C -0.79215 0.10442 -2.10445 -0.179 -2.546 1.763
O -1.44181 0.98915 -2.60563 0.731 0.137 -0.183
N -1.26443 -1.24585 -1.98817 -0.113 1.997 -0.221
C -2.56272 -1.60559 -2.48315 3.185 1.969 0.448
O -3.00227 -2.59244 -2.04428 -2.377 -3.109 0.804
H 1.57781 -0.40959 1.88023 0.340 0.420 -0.974
H 2.67006 -0.05152 0.47602 -0.397 0.237 0.098
H 1.90241 -1.59769 0.66817 -0.987 1.245 -0.434
H 0.30288 0.98509 0.47527 0.230 0.192 0.268
H 0.96804 -0.98270 -1.63812 0.421 2.333 -0.153
H 1.13776 1.03749 -1.60774 0.198 -1.464 -0.737
H -0.77490 -1.78539 -1.19981 -1.330 0.580 -1.718
H -3.02384 -0.95681 -3.25120 0.361 -0.034 0.309
O -1.97379 -0.50923 2.50544 -0.845 1.753 1.048
H -1.29156 -0.21563 1.92286 0.558 0.335 -1.098
H -2.09409 -1.40243 2.29593 -0.368 -2.324 -0.710
O -0.45089 3.24830 -1.05699 2.307 -0.500 -0.024
H 0.50403 2.94633 -0.81035 -2.375 0.781 -0.933
H -0.69130 2.90781 -1.93902 0.454 -0.188 0.402
O -0.06960 2.31716 1.94070 1.362 1.897 -1.831
H 0.03123 1.68025 2.59590 0.127 -1.881 2.248
H -0.96315 2.32444 1.62545 -1.387 0.281 -0.200
O -4.62263 -0.13726 0.45389 1.325 0.122 -0.814
H -4.34138 0.61995 -0.10082 -0.441 -0.323 0.542
H -3.77671 -0.63775 0.48766 -0.876 0.288 0.326
O 3.42376 -2.10440 -0.90872 -2.683 -1.415 1.826
H 3.90019 -1.68217 -1.55975 2.007 1.426 -2.056
H 3.90927 -2.77181 -0.44937 0.887 -0.455 0.035
O 4.17256 0.48450 -1.32116 1.215 -1.874 0.386
H 3.79374 1.30878 -1.46310 -1.289 2.481 -0.819
H 4.48169 0.59206 -0.41957 0.245 -0.334 0.247
O 0.13338 -0.03566 3.89359 1.447 -0.077 -0.722
H -0.78816 -0.11268 4.09519 -1.057 0.007 0.315
H 0.15666 -0.53930 3.05616 0.217 0.206 0.877
O -1.73053 -2.95572 0.86599 1.768 -0.462 5.163
H -1.00679 -3.59999 0.91270 -0.283 0.435 0.091
H -1.95825 -2.94232 0.01093 -1.750 0.022 -5.220
O 0.83114 -3.38333 -0.78902 -3.406 3.544 -0.485
H 0.91564 -4.23893 -0.56290 0.719 -4.549 1.000
H 1.64140 -3.01572 -1.01618 2.748 0.922 -0.606
O -2.42558 2.98642 0.57756 -2.011 -0.028 1.892
H -1.85732 3.12459 -0.15768 1.132 0.560 -1.214
H -2.91825 3.80804 0.76846 0.539 -0.705 -0.252
O 2.37372 3.22044 -0.05436 2.463 -3.108 -3.214
H 2.28840 4.10681 -0.17586 -0.096 4.180 -0.872
H 1.88375 3.07307 0.67761 -2.566 -1.239 4.254
```
Positions in Å, forces in eV/Å.

## Properties
M   314.3 Da
Total charge   0
HOMO   -9.26 eV
SMILES   CNCC(=O)NC=O.O.O.O.O.O.O.O.O.O.O.O
ΔE to the lowest compared entry with this formula, charge and spin   122.6 kcal/mol
F_max   0.107 Eh/bohr
Lowest unoccupied orbital energy   0.00 eV

6.
C4H31NO10S | ωB97M-V/def2-TZVPD

XYZ file:
```
47
Properties=species:S:1:pos:R:3:forces:R:3
C 2.67578 -0.86634 -1.80887 -1.137 -0.634 -0.268
C 2.49013 -2.20608 -1.09086 -0.340 -0.715 -1.108
S 3.78363 -2.53980 0.06383 0.870 -0.115 0.799
C 1.91164 0.32518 -1.12090 0.782 1.578 -1.334
N 1.11250 0.02479 0.01371 3.306 -0.427 0.782
C 1.73152 0.22498 1.33222 -1.232 -0.148 0.447
H 3.69435 -0.48906 -1.91052 0.144 -0.523 0.413
H 2.36431 -1.09801 -2.82595 -0.517 0.795 -0.018
H 2.42793 -2.96131 -1.88692 0.647 -0.015 0.175
H 1.51777 -2.40773 -0.64534 -0.101 0.647 0.275
H 3.05696 -2.99459 1.09448 -0.158 -0.019 -0.065
H 2.71490 1.04893 -0.95168 -0.295 -0.070 1.323
H 1.34356 0.93137 -1.83830 -0.670 -0.770 -0.387
H 0.51363 -0.78124 -0.09865 -0.792 -0.151 -0.202
H 1.56710 -0.61816 1.99988 -0.089 -0.352 -0.369
H 1.15066 1.02211 1.79116 0.170 0.260 0.336
H 2.78191 0.49014 1.36412 0.027 0.069 -0.757
H -1.75785 1.81720 3.77926 -0.206 0.079 -1.170
H -0.60136 1.71598 2.51856 -1.355 0.565 -0.147
O -0.86045 1.80944 3.43863 1.286 -0.098 1.437
H -1.41719 4.06952 -1.05454 -1.135 0.621 -0.138
H -1.24741 3.17717 -0.00804 -1.251 0.265 0.903
O -2.01073 3.68879 -0.37224 2.241 -0.337 -0.773
H -0.67643 -0.27236 4.43911 0.088 0.039 -0.027
H -1.15934 -0.41594 3.02272 -0.039 0.274 0.150
O -0.89098 -0.94094 3.77867 0.129 -0.600 -0.222
H -1.98509 1.73362 -1.42579 -0.338 0.609 0.051
H -3.29874 2.26058 -2.10734 0.207 0.063 0.617
O -2.80159 1.47181 -1.85565 -0.701 -0.815 -0.563
H -0.40132 1.50640 -3.71661 0.110 0.202 0.122
H -1.55301 2.33176 -3.21515 0.502 -0.027 -0.032
O -0.58027 2.30006 -3.18805 -0.106 -0.246 -0.186
H -2.79912 -2.93085 1.03331 0.084 -0.124 -0.065
H -2.45483 -1.57903 1.62239 0.009 -0.232 0.209
O -2.10337 -2.26057 1.03518 -0.098 0.334 0.127
H -3.37588 -0.54547 -1.66789 0.155 -0.002 0.104
H -2.63281 -1.34573 -0.54038 -0.302 -0.186 -0.355
O -2.81002 -1.31230 -1.49728 -0.055 0.108 0.252
H 0.42282 -2.22513 2.61519 0.027 -0.350 0.478
H 0.08320 -3.35477 1.70195 0.058 -0.232 0.038
O 0.83308 -2.99999 2.19585 -0.265 0.607 -0.394
H -0.67939 -1.81868 -2.55295 0.134 -0.040 -0.182
H -1.10273 -0.57647 -1.89757 0.098 -0.237 -0.533
O -0.30340 -0.96029 -2.31990 -0.164 0.170 0.549
H 0.60555 3.55643 1.35723 0.523 -0.054 -0.515
H 0.55470 2.23735 0.34587 0.776 1.016 -0.028
O 0.16568 2.75723 1.05406 -1.024 -0.785 0.250
```
Positions in Å, forces in eV/Å.

## Properties
Multiplicity   2
M   285.4 Da
⟨S²⟩   0.75
Total charge   +1
HOMO (spin up / spin down)   -12.06 / -12.02 eV
ΔE to the lowest compared entry with this formula, charge and spin   0.0 kcal/mol
F_max   0.067 Eh/bohr
Lowest unoccupied orbital energy (spin up / spin down)   -3.16 / -7.54 eV

Question: Which of these has the lowest F_max?
Answer: C4H2OTb

Please write out number 1 again, unchanged.
C4H2OTb | ωB97M-V/def2-TZVPD

XYZ file:
```
8
Properties=species:S:1:pos:R:3:forces:R:3
C -2.05636 0.50630 -0.08248 1.366 -0.201 0.871
C 0.45975 1.16485 0.14679 -1.097 -1.114 -0.210
C -0.69694 0.67158 0.03110 -0.841 1.150 -0.203
C 1.95114 -2.48252 -0.16940 0.210 0.000 0.008
O 2.65575 -1.59053 -0.04535 -0.307 -0.513 -0.070
Tb 2.92410 0.83270 0.23337 0.377 0.622 0.111
H -2.71855 1.36722 -0.18979 0.212 -0.016 -0.230
H -2.51887 -0.46962 0.07577 0.080 0.072 -0.277
```
Positions in Å, forces in eV/Å.

## Properties
Multiplicity   8
M   225.0 Da
⟨S²⟩   15.77
Total charge   +2
HOMO (spin up / spin down)   -18.02 / -17.96 eV
F_max   0.032 Eh/bohr
Lowest unoccupied orbital energy (spin up / spin down)   -10.65 / -10.63 eV

Question: What is the F_max in the fourth record?
Answer: 0.138 Eh/bohr

Question: What is the formula in the second record?
Answer: C4H30BO23